[1]
Molecular formula: CH3ClN3S
Method: DFT, ωB97M-V/def2-TZVPD

Last column: Löwdin charge in e.
Geometry (Å):
1 C -0.11828 0.80275 -0.48023  -0.453
2 N -1.35757 -2.34601 0.49086  0.184
3 N -0.28493 -0.42700 -0.08890  0.048
4 N -0.80969 -1.49854 -0.16799  -0.035
5 S 1.32818 1.75277 -0.37923  0.737
6 Cl 1.03168 3.11661 1.12496  0.277
7 H -0.80388 1.09476 -1.14689  0.045
8 H -1.17889 -3.32448 0.24579  0.114
9 H 2.19337 0.82915 0.40165  0.084

Atomic forces in eV per Å
1.299 -1.892 0.792
-0.825 -0.032 1.434
0.892 -0.010 1.557
1.738 0.128 -0.522
0.766 -1.608 1.882
0.094 -0.331 -0.284
-2.277 2.096 -2.494
-0.199 0.313 -1.014
-1.487 1.337 -1.351

Properties
- ΔE to the lowest compared entry with this formula, charge and spin (eV) = 2.293
- strongest force on any atom (eV/Å) = 3.97
- HOMO-LUMO gap (spin up / spin down) (eV) = 7.47 / 7.47
- net charge = +1



[2]
Molecular formula: C4H6O2
Method: DFT, ωB97M-V/def2-TZVPD

Last column: Löwdin charge in e.
Geometry (Å):
1 O 2.52799 -0.59318 -0.14113  0.069
2 C 1.79558 0.09447 0.52847  -0.191
3 C 0.41661 0.50134 0.07187  -0.305
4 C -0.39109 -0.46684 -0.79373  -0.075
5 C -1.51731 -0.08886 0.17985  -0.169
6 O -0.56822 0.45256 1.11603  -0.086
7 H 2.10398 0.49455 1.51730  0.134
8 H 0.48162 1.51868 -0.35249  0.159
9 H -0.04188 -1.49520 -0.67139  0.117
10 H -0.51517 -0.23394 -1.85239  0.112
11 H -2.12780 -0.88925 0.60962  0.117
12 H -2.16430 0.70568 -0.21200  0.117

Atomic forces in eV per Å
-0.302 0.310 0.346
0.180 -0.170 -0.231
0.254 0.024 -0.176
-0.033 -0.035 -0.086
-0.316 -0.266 -0.226
0.106 0.170 0.221
-0.026 -0.109 -0.076
0.032 -0.130 0.031
-0.056 0.162 -0.035
0.008 -0.004 0.187
0.141 0.145 -0.019
0.012 -0.097 0.064

Properties
- ΔE to the lowest compared entry with this formula, charge and spin (eV) = 1.950
- strongest force on any atom (eV/Å) = 0.55
- HOMO-LUMO gap (eV) = 10.69



[3]
Molecular formula: C7H12NO2PS
Method: DFT, ωB97M-V/def2-TZVPD

Last column: Löwdin charge in e.
Geometry (Å):
1 C -4.07948 0.40204 -0.03586  -0.144
2 C -3.06331 1.39193 0.28464  -0.425
3 C -4.15262 -0.74811 -0.63271  -0.155
4 C 0.87896 -2.11941 -1.16019  -0.169
5 C 2.22874 1.21054 1.97227  -0.138
6 C 1.49121 -0.73153 -1.56372  -0.338
7 C 2.01806 0.05503 1.00340  -0.306
8 N -0.50005 0.30033 -0.00700  -0.502
9 O -4.47870 -1.61871 -1.30996  0.224
10 O 1.27426 2.04079 -0.89714  -0.368
11 P 1.06608 0.63432 -0.45890  0.442
12 S -1.41032 1.55829 0.34088  0.973
13 H -4.98712 0.78768 0.42666  0.122
14 H -3.58841 2.17950 0.84358  0.063
15 H 0.02394 -2.35622 -1.92059  0.087
16 H 1.62875 -3.05102 -1.25389  0.104
17 H 0.45253 -2.05589 -0.11932  0.043
18 H 2.97133 1.83454 1.56551  0.052
19 H 1.29553 1.70467 2.09796  0.046
20 H 2.66585 0.87549 2.95174  0.089
21 H 1.30943 -0.70031 -2.63428  0.075
22 H 2.61899 -0.69488 -1.46970  0.085
23 H 1.37522 -0.61894 1.44855  0.044
24 H 2.96114 -0.28010 0.52807  0.093

Atomic forces in eV per Å
0.821 2.222 1.690
0.884 -0.923 0.331
-0.803 -0.394 -1.403
-0.077 -1.497 -0.427
0.916 -1.614 0.867
1.338 -1.250 -0.449
1.172 2.394 -1.612
-2.205 0.676 0.066
0.527 -0.724 0.247
0.382 -0.506 -0.004
-0.319 0.059 0.048
-0.445 -0.207 0.042
-0.400 -0.907 -0.447
1.051 0.278 -0.462
1.377 0.433 1.648
-1.503 2.288 0.338
0.387 -0.490 -1.165
0.595 1.303 -0.535
-0.586 0.759 0.461
-0.751 0.125 -0.729
-0.154 1.020 -0.020
-1.043 -0.399 -0.195
-0.707 -2.203 0.746
-0.459 -0.444 0.964

Properties
- ΔE to the lowest compared entry with this formula, charge and spin (eV) = 2.690
- strongest force on any atom (eV/Å) = 3.12
- HOMO-LUMO gap (spin up / spin down) (eV) = 7.72 / 7.72



[4]
Molecular formula: C4H9NO
Method: DFT, ωB97M-V/def2-TZVPD

Last column: Löwdin charge in e.
Geometry (Å):
1 C -0.71024 -1.36076 0.98052  -0.069
2 C -0.39731 -0.33267 -0.10266  -0.432
3 C -1.15438 0.97267 0.03339  -0.123
4 C 0.89894 0.35796 0.11420  -0.423
5 O 1.16929 1.00383 1.23856  0.048
6 N 1.87278 0.35473 -0.78593  0.221
7 H -0.66369 -0.89296 1.96968  0.078
8 H -0.02361 -2.21577 0.96862  0.078
9 H -1.73099 -1.72633 0.83024  0.083
10 H -0.40004 -0.82298 -1.09095  0.131
11 H 0.22526 1.36176 1.37236  0.116
12 H -1.39793 1.44403 -0.91920  0.016
13 H -2.02359 0.88972 0.69090  0.022
14 H 1.80354 -0.22319 -1.60899  0.124
15 H 2.63903 1.00796 -0.70940  0.130

Atomic forces in eV per Å
-0.018 -0.019 0.087
0.271 -0.011 0.065
-0.415 0.029 -0.151
0.302 -0.207 -0.248
-0.173 -0.030 -0.140
-0.098 0.011 0.074
-0.021 -0.068 -0.124
-0.094 0.145 -0.014
0.155 0.062 0.011
-0.016 0.147 0.125
0.093 0.005 0.105
0.060 -0.050 0.139
0.105 0.004 -0.079
-0.041 0.080 0.118
-0.110 -0.097 0.031

Properties
- ΔE to the lowest compared entry with this formula, charge and spin (eV) = 3.466
- strongest force on any atom (eV/Å) = 0.44
- HOMO-LUMO gap (eV) = 7.26



[5]
Molecular formula: C27H30N2O7
Method: DFT, ωB97M-V/def2-TZVPD

Last column: Löwdin charge in e.
Geometry (Å):
1 C 3.02373 5.30415 1.99842  -0.108
2 C 2.49905 4.00706 1.39580  -0.254
3 C 0.99478 3.87193 1.61321  -0.126
4 C 0.39915 2.60483 0.98847  -0.314
5 C -1.13147 2.74227 0.96249  -0.421
6 O -1.72236 3.78540 1.04367  0.139
7 O -1.72697 1.56841 0.70607  -0.061
8 C -3.14950 1.55373 0.67108  -0.009
9 N 0.86742 2.42733 -0.38274  0.092
10 C 0.77792 1.02059 -0.73078  -0.212
11 C 1.61907 0.66420 -1.92183  -0.105
12 C 2.84329 1.26861 -2.13172  -0.018
13 C 3.65394 0.92315 -3.19978  -0.021
14 C 3.23073 -0.06774 -4.07512  -0.270
15 O 3.92870 -0.50828 -5.15721  -0.080
16 C 5.18525 0.06630 -5.42460  -0.089
17 C 1.99824 -0.69098 -3.87396  0.066
18 C 1.18702 -0.33356 -2.81070  -0.210
19 O -0.03489 -0.88166 -2.56455  -0.089
20 C -0.45217 -1.96775 -3.35742  -0.069
21 C 1.28142 0.34508 0.57191  -0.065
22 C 0.53732 -0.93789 0.83596  -0.351
23 O 0.67194 -1.99355 0.28016  0.140
24 N -0.36229 -0.69288 1.86777  0.120
25 C -1.35646 -1.62481 2.25545  -0.156
26 C -1.64973 -1.82756 3.59848  0.013
27 C -2.63958 -2.73089 3.94800  -0.050
28 C -3.31421 -3.43808 2.97227  -0.009
29 C -3.01358 -3.24796 1.62290  -0.141
30 C -3.75903 -4.05485 0.61893  -0.402
31 C -3.26180 -3.99588 -0.80436  -0.015
32 O -4.71120 -4.73100 0.93551  0.089
33 C -2.03672 -2.32298 1.26844  0.051
34 C -0.23679 0.56840 2.43114  -0.367
35 O -0.86838 0.97512 3.36902  0.137
36 C 0.86103 1.29993 1.68280  -0.055
37 H 2.53382 6.16140 1.54321  0.073
38 H 4.09525 5.39458 1.83695  0.068
39 H 2.83393 5.33254 3.06903  0.073
40 H 3.02423 3.16393 1.84858  0.104
41 H 2.70231 3.98759 0.32497  0.098
42 H 0.49075 4.73322 1.17147  0.123
43 H 0.76106 3.86892 2.67954  0.137
44 H -3.43909 0.72638 0.02708  0.095
45 H -3.52465 2.50213 0.28332  0.095
46 H -3.52998 1.39705 1.68200  0.107
47 H 0.39263 3.03175 -1.04341  0.156
48 H -0.25654 0.69543 -0.92331  0.150
49 H 3.16093 2.03373 -1.44061  0.111
50 H 4.59932 1.42345 -3.32986  0.101
51 H 5.88690 -0.10145 -4.60143  0.096
52 H 5.55349 -0.43413 -6.31875  0.093
53 H 5.10272 1.14030 -5.61944  0.095
54 H 1.71488 -1.45486 -4.57830  0.117
55 H -1.42116 -2.26804 -2.96156  0.082
56 H 0.24559 -2.80583 -3.27860  0.104
57 H -0.56614 -1.68007 -4.40734  0.097
58 H 2.35631 0.17700 0.50683  0.171
59 H -1.11702 -1.27642 4.35625  0.117
60 H -2.87592 -2.88568 4.98967  0.108
61 H -4.08105 -4.15295 3.22999  0.118
62 H -3.44043 -3.00211 -1.21108  0.083
63 H -2.19525 -4.20371 -0.84290  0.089
64 H -3.80222 -4.72424 -1.40375  0.086
65 H -1.79130 -2.13648 0.23634  0.112
66 H 1.66447 1.52226 2.38651  0.161

Atomic forces in eV per Å
0.014 -0.237 -0.059
-0.205 0.166 0.092
0.131 -0.181 -0.234
-0.158 0.376 0.303
0.019 0.364 -0.028
-0.035 -0.076 0.078
0.175 -0.098 -0.192
-0.399 0.172 0.016
0.018 -0.018 -0.031
-0.107 -0.406 -0.175
-0.193 -0.007 0.015
-0.302 -0.193 -0.053
0.325 -0.087 -0.309
-0.107 0.062 0.162
-0.310 -0.098 0.116
0.200 0.099 -0.035
-0.074 -0.161 -0.118
0.257 0.189 -0.040
0.202 0.249 0.088
-0.062 -0.154 -0.114
-0.008 0.162 -0.157
0.393 0.075 0.022
0.020 -0.109 -0.146
-0.219 -0.298 0.222
-0.194 -0.144 0.176
0.088 0.037 -0.151
-0.023 -0.038 -0.036
-0.019 -0.025 -0.128
0.056 0.187 0.561
0.032 -0.024 -0.298
-0.233 -0.238 -0.041
0.032 0.007 -0.003
-0.149 -0.098 0.080
0.327 0.061 0.080
-0.051 0.138 0.123
-0.021 0.067 -0.057
-0.037 0.136 -0.023
0.098 0.084 0.025
0.007 0.076 0.133
0.087 -0.108 -0.054
0.063 -0.072 0.037
-0.022 0.022 0.077
-0.075 0.072 0.053
0.025 0.019 0.040
-0.002 -0.152 0.020
0.013 0.002 -0.048
0.019 0.002 -0.023
0.262 0.088 0.083
0.042 0.111 0.078
0.106 0.026 -0.051
-0.031 0.020 -0.024
0.016 0.065 0.067
0.005 -0.039 0.023
-0.077 -0.102 -0.075
0.048 -0.017 -0.052
-0.006 0.021 -0.012
0.016 -0.019 0.040
-0.079 -0.058 0.032
0.041 0.042 0.031
-0.016 -0.013 0.086
-0.050 -0.048 0.012
0.052 0.123 -0.067
0.124 0.046 -0.043
-0.018 0.009 0.021
0.036 -0.024 -0.112
-0.066 -0.034 -0.004

Properties
- ΔE to the lowest compared entry with this formula, charge and spin (eV) = 0.034
- strongest force on any atom (eV/Å) = 0.59
- HOMO-LUMO gap (eV) = 8.60
- SMILES = CCC[C@@]1(C(=O)OC)N[C@@H](c2ccc(OC)cc2OC)[C@@H]2C(=O)N(c3cccc(C(C)=O)c3)C(=O)[C@@H]21



> What is the strongest force on any atom in the second record?

0.55 eV/Å